[1]
88
Properties=species:S:1:pos:R:3:forces:R:3 method="wB97M-V/def2-TZVPD" largest_force_ev_per_a=5.25 spin_multiplicity=4 lumo_energy_ha="-0.2613 / -0.2819" charge=+2 s_squared=3.794
Re -1.107354 1.036617 1.704996 5.1 -0.7 -1.2
C -2.228885 1.196047 3.645050 0.6 -1.2 1.8
C -1.213203 0.169541 3.692766 -1.2 0.5 1.5
C -1.578892 -1.305312 3.605194 -0.2 -0.7 0.0
C -1.290454 -1.871239 2.196668 0.1 -0.1 0.5
C -1.706869 -0.895748 1.127207 -1.9 0.3 0.3
C -2.848623 0.004767 1.252148 -0.9 -1.1 -0.7
C -3.943186 -0.096818 2.312378 -0.5 0.2 0.1
C -3.701857 0.852817 3.497290 0.0 0.2 -0.1
C -0.817162 1.880377 -0.155772 -0.1 1.6 -0.7
H -2.020650 2.080080 4.265215 0.0 -0.1 -0.5
H -0.305439 0.358218 4.285952 -0.2 0.3 -0.4
H -2.641525 -1.429123 3.852181 0.5 0.0 -0.1
H -1.054353 -1.877228 4.390652 0.0 0.3 -0.5
H -0.216316 -2.093926 2.081267 -0.2 0.1 0.1
H -1.821907 -2.816897 2.012800 0.1 0.1 0.1
H -1.301459 -1.142631 0.139455 -0.2 0.5 0.0
H -3.278705 0.376135 0.314740 0.5 0.0 0.0
H -4.037506 -1.123596 2.666913 -0.1 0.1 -0.2
H -4.911853 0.160312 1.855576 0.4 -0.1 0.0
H -4.276283 1.783110 3.389130 0.2 -0.3 -0.1
H -4.060699 0.382907 4.424975 0.2 0.1 -0.1
H 0.067179 2.535205 -0.159419 -0.4 0.1 -0.2
H -1.657991 2.452161 -0.579614 0.3 -0.2 -0.1
H -0.616262 1.021049 -0.814591 0.0 -0.1 0.0
P 2.655778 -1.071903 -1.005172 2.1 -0.5 0.1
P 0.506074 -1.394937 -2.506310 -0.1 -1.2 -1.3
C 1.876053 -2.646405 -0.666258 -1.9 -0.2 -0.8
C 0.678254 -2.754692 -1.328125 1.7 0.2 1.5
C 4.428333 -1.570573 -1.266805 0.2 0.4 -0.4
C 4.900432 -2.858266 -0.961542 -0.1 0.3 0.1
C 6.268589 -3.128710 -0.976486 0.0 0.1 0.0
C 7.182495 -2.130547 -1.309119 -0.3 0.1 -0.1
C 6.706752 -0.905098 -1.787747 -0.1 0.0 0.1
C 5.338993 -0.623417 -1.786515 -0.1 -0.2 0.4
C 2.723436 -0.141621 0.568186 -0.4 0.3 -0.2
C 2.051070 1.090968 0.603156 -0.3 -0.6 0.0
C 1.937903 1.792514 1.802899 -0.1 -0.1 0.4
C 2.627944 1.326710 2.934703 -0.1 0.2 -0.2
C 3.389781 0.157515 2.857547 0.0 -0.1 0.0
C 3.392236 -0.619787 1.696656 0.0 0.2 0.0
C 1.364211 -2.042927 -4.059730 0.0 0.0 -0.3
C 2.752177 -2.285820 -4.176162 -0.1 0.2 0.3
C 3.300340 -2.848853 -5.333430 -0.3 0.0 0.1
C 2.472327 -3.176022 -6.413194 -0.2 0.2 0.2
C 1.105124 -2.893065 -6.340831 0.3 0.0 0.2
C 0.568101 -2.345862 -5.172223 -0.3 0.1 0.0
C -1.283398 -1.322076 -2.862550 -0.3 0.6 -0.2
C -1.758052 -0.226538 -3.618638 -0.1 -0.3 0.2
C -3.118274 -0.091623 -3.893419 -0.1 -0.2 0.0
C -4.031022 -1.049132 -3.425686 0.3 0.0 0.0
C -3.566019 -2.133128 -2.671741 0.0 0.1 0.0
C -2.205781 -2.264925 -2.379120 0.0 0.1 0.0
H 2.355094 -3.407733 -0.055745 -0.5 0.1 0.1
H -0.055824 -3.540767 -1.129126 0.5 0.0 -0.4
H 4.212647 -3.652812 -0.683204 0.2 0.1 0.0
H 6.619760 -4.121853 -0.708802 -0.1 0.2 0.0
H 8.253421 -2.306374 -1.203937 -0.3 0.0 -0.2
H 7.410107 -0.155097 -2.144672 -0.2 -0.1 0.1
H 4.973557 0.337277 -2.161258 0.2 -0.2 0.2
H 1.562027 1.444003 -0.305094 0.4 -0.1 0.3
H 1.330018 2.710278 1.876394 0.5 -0.2 -0.1
H 2.574158 1.920780 3.851621 0.1 -0.3 -0.3
H 3.999410 -0.164065 3.698514 -0.3 0.1 0.0
H 3.919804 -1.578589 1.661634 -0.1 0.4 0.1
H 3.429676 -2.044026 -3.356944 -0.2 -0.1 -0.3
H 4.377025 -3.039143 -5.402994 -0.5 0.1 0.2
H 2.893277 -3.645511 -7.302688 -0.1 0.2 0.2
H 0.453458 -3.097697 -7.192844 0.2 0.0 0.3
H -0.501834 -2.159352 -5.122321 0.2 -0.1 -0.1
H -1.049955 0.515855 -3.986786 -0.2 -0.1 0.0
H -3.475206 0.756678 -4.481359 0.2 -0.3 0.2
H -5.099361 -0.950224 -3.649321 0.5 0.0 0.1
H -4.270349 -2.884464 -2.305943 0.3 0.2 -0.1
H -1.877549 -3.110212 -1.777408 -0.2 0.2 -0.2
O -1.201922 4.092872 2.515361 1.0 -2.4 -1.2
B -1.863862 2.955801 1.967917 -3.7 3.0 0.2
O -3.242272 3.326037 1.712443 2.1 -1.3 -0.5
C -3.388319 4.577418 2.218234 0.8 0.8 1.4
C -4.589711 5.124184 2.622259 0.0 0.3 0.2
C -4.531333 6.065868 3.655405 0.0 0.2 -0.2
C -3.295100 6.516602 4.162621 -0.1 0.3 -0.3
C -2.078688 6.091467 3.614007 -0.1 0.0 0.1
C -2.154721 5.049642 2.705711 -2.1 0.0 0.3
H -5.517773 4.754669 2.196333 0.0 0.1 0.3
H -5.478524 6.448053 4.062315 0.6 -0.1 -0.1
H -3.278353 7.205728 5.013586 0.0 -0.1 -0.5
H -1.106383 6.486103 3.910590 -0.4 -0.2 0.3

[2]
17
Properties=species:S:1:pos:R:3:forces:R:3 method="wB97M-V/def2-TZVPD" largest_force_ev_per_a=1.15 lumo_energy_ha=0.0417
C -0.676760 -0.300017 -2.096210 -0.2 1.0 0.6
C 0.040355 -1.038515 -0.945454 0.1 0.4 -0.3
C -0.402929 -0.669875 0.470110 -0.1 -0.2 0.2
C 0.339699 0.470065 1.144330 0.1 0.0 -0.3
C 1.660413 0.662329 1.038293 -0.2 -0.3 -0.1
N -0.479740 1.242474 1.945121 -0.1 0.0 0.2
H -1.395430 0.468203 -1.757736 0.1 -0.4 0.3
H -1.258749 -1.001148 -2.679295 0.1 0.0 -0.5
H 0.006171 0.307288 -2.696683 0.0 -0.5 -0.3
H -0.060848 -2.107242 -1.132161 -0.1 -0.1 0.3
H 1.107962 -0.838942 -0.992418 0.1 0.0 -0.2
H -1.469313 -0.434843 0.524674 -0.1 0.0 -0.3
H -0.299103 -1.552138 1.096099 0.1 -0.1 0.3
H 2.246907 -0.074403 0.499403 0.1 0.3 0.1
H 2.171656 1.493946 1.510279 -0.1 -0.1 0.0
H -1.450287 1.316600 1.692549 0.1 0.1 0.0
H -0.080009 2.056221 2.379096 0.0 0.0 -0.1

The evaluated energy relative to the best compared isomer or geometry (same formula, charge and spin) for the records listed, in turn: 33.91 61.68 kJ/mol.